[1]
ORCA calculation (the ωB97M-V functional and the def2-TZVPD basis) on a structure of composition C42H35CoNP2SSi.

Atoms and positions in Å:
Co: -0.7219 -0.0652 0.2293
C: 0.5384 -0.7466 -2.8879
Si: 1.0169 -0.0609 -1.2039
C: 1.6131 1.6788 -1.5939
C: 2.8098 2.0911 -2.2025
C: 2.9708 3.3987 -2.6261
C: 1.9280 4.3150 -2.4830
C: 0.7432 3.9235 -1.8894
C: 0.6098 2.6145 -1.4119
P: -0.8696 1.9766 -0.5355
C: -0.9809 2.9868 0.9533
C: -0.1096 3.9733 1.3036
C: -0.3588 4.7888 2.4297
C: -1.5941 4.6779 3.1248
C: -2.4606 3.6775 2.8411
C: -2.0693 2.5777 1.9070
C: -2.1387 2.6210 -1.6881
C: -2.5409 1.8083 -2.7458
C: -3.4904 2.2561 -3.6532
C: -4.0501 3.5190 -3.5048
C: -3.6507 4.3348 -2.4556
C: -2.6999 3.8857 -1.5472
C: 2.3963 -1.2190 -0.6782
C: 3.6455 -1.4005 -1.2901
C: 4.4558 -2.4677 -0.9429
C: 4.0167 -3.4017 -0.0051
C: 2.7902 -3.2372 0.6122
C: 2.0026 -2.1269 0.2961
P: 0.4839 -1.6499 1.2073
C: 1.2707 -0.9217 2.6982
C: 2.1540 -1.6257 3.5126
C: 2.7557 -1.0098 4.6014
C: 2.4963 0.3259 4.8779
C: 1.6386 1.0441 4.0562
C: 1.0309 0.4211 2.9757
C: -0.1690 -3.3083 1.5889
C: -0.7318 -3.9880 0.5109
C: -1.2552 -5.2630 0.6737
C: -1.2163 -5.8713 1.9198
C: -0.6609 -5.1968 2.9990
C: -0.1455 -3.9184 2.8368
H: 1.4401 -0.8744 -3.4971
H: -0.1311 -0.0663 -3.4216
H: 0.0495 -1.7209 -2.8001
H: 3.6174 1.3861 -2.3562
H: 3.8999 3.7092 -3.0885
H: 2.0456 5.3316 -2.8378
H: -0.0661 4.6369 -1.7890
H: 0.7514 4.1853 0.6820
H: 0.3457 5.5650 2.6963
H: -1.8465 5.4158 3.8764
H: -3.4025 3.5906 3.3695
H: -1.6567 1.7821 2.5606
H: -2.1069 0.8205 -2.8604
H: -3.7980 1.6171 -4.4713
H: -4.7990 3.8651 -4.2054
H: -4.0823 5.3207 -2.3388
H: -2.3943 4.5242 -0.7250
H: 3.9836 -0.7174 -2.0607
H: 5.4209 -2.5932 -1.4187
H: 4.6351 -4.2563 0.2396
H: 2.4428 -3.9719 1.3302
H: 2.3915 -2.6597 3.2952
H: 3.4338 -1.5729 5.2302
H: 2.9680 0.8051 5.7266
H: 1.4348 2.0888 4.2566
H: 0.3643 0.9794 2.3294
H: -0.7721 -3.5109 -0.4633
H: -1.6981 -5.7767 -0.1699
H: -1.6260 -6.8643 2.0531
H: -0.6435 -5.6604 3.9772
H: 0.2468 -3.3864 3.6924
S: -2.0334 -1.4264 3.6668
C: -2.7361 -0.5577 2.4654
C: -4.0117 0.1718 2.7615
C: -4.2545 1.3098 2.1309
C: -3.2215 1.8773 1.1615
C: -2.6783 0.6737 0.4063
N: -2.2979 -0.3603 1.2199
H: -4.6634 -0.2441 3.5167
H: -5.1705 1.8654 2.2975
H: -3.6899 2.5911 0.4851
H: -3.1999 0.3749 -0.5015

Atoms 1-6, force components in eV/Å:
Co -1.33 1.41 -0.38
C -0.10 -0.07 -0.25
Si -0.08 -0.06 0.10
C 0.43 0.04 -0.12
C -0.16 -0.01 0.05
C -0.06 -0.01 0.02

Calculated values
**2S+1**: 2
**⟨S²⟩**: 0.7913
**Charge**: 0
**Orbital gap (alpha / beta)**: 0.279 / 0.236 hartree
**E_HOMO (alpha / beta)**: -7.259 / -7.324 eV
**E_LUMO (alpha / beta)**: 0.3238 / -0.8965 eV

***

[2]
ORCA calculation (the ωB97M-V functional and the def2-TZVPD basis) on a cluster of 6 separate species, C5H22N2O6 in total.

Atoms and positions in Å:
C: -1.9096 -1.2821 2.3229
N: -0.5941 -0.8870 1.8960
C: 0.1653 -1.8400 1.1039
C: -0.3505 -1.7985 -0.3225
O: -1.5278 -1.9688 -0.5802
N: 0.5395 -1.5951 -1.3481
C: -0.0062 -1.7513 -2.6821
C: 2.0038 -1.5282 -1.1228
H: -2.0480 -2.3516 2.3273
H: -2.6958 -0.8391 1.6968
H: -2.1377 -0.8491 3.3071
H: 0.0097 -0.3735 2.5152
H: 1.1793 -1.4614 1.1115
H: 0.1220 -2.8576 1.5122
H: 0.7380 -1.3710 -3.3861
H: -0.3175 -2.7677 -2.8921
H: -0.8555 -1.1001 -2.8378
H: 2.2130 -2.4408 -0.5643
H: 2.2892 -0.6536 -0.5463
H: 2.4402 -1.4657 -2.1099
O: 3.5319 1.8009 0.7557
H: 2.7601 1.2423 0.9197
H: 3.7542 1.6953 -0.1768
O: -1.9732 3.2579 -1.2001
H: -1.0458 3.4995 -1.1293
H: -2.0506 2.6496 -1.9468
O: -0.1533 1.8028 -3.1139
H: -0.4275 0.9470 -2.7712
H: 0.7731 1.7268 -3.3924
O: 0.6253 1.6767 2.7649
H: 0.2639 2.2382 2.0638
H: 0.8983 2.3396 3.4108
O: -1.8834 2.4858 1.5377
H: -2.7016 2.2381 1.0842
H: -1.6285 1.5815 1.7928

Atoms 1-6, force components in eV/Å:
C -0.63 1.31 0.48
N 0.49 -0.18 -0.66
C -0.27 1.15 0.05
C 0.14 -0.52 -0.58
O -0.31 -0.01 0.19
N 0.03 0.42 0.66

Calculated values
**2S+1**: 1
**Energy above the lowest of the compared OMol25 structures with the same formula, charge and spin**: 2.806 eV
**Charge**: 0
**Orbital gap**: 0.318 hartree
**E_HOMO**: -8.568 eV
**E_LUMO**: 0.0828 eV

***

[3]
ORCA calculation (the ωB97M-V functional and the def2-TZVPD basis) on a structure of composition C51H68N2O2P3PtS2.

Atoms and positions in Å:
Pt: 0.2924 -0.4709 -0.2001
S: 4.0307 0.2198 0.1696
P: 2.9111 1.7890 -0.1584
C: 1.1666 1.4475 0.0423
P: -0.2091 2.5666 0.2424
S: -1.7261 1.2664 0.3613
C: -0.3935 3.6345 -1.2165
C: 0.3034 4.8311 -1.3716
C: 0.1948 5.5545 -2.5471
C: -0.6032 5.0894 -3.5815
C: -1.2984 3.8991 -3.4355
C: -1.1955 3.1737 -2.2594
C: -0.2021 3.6264 1.7266
C: -1.1732 3.3836 2.6962
C: -1.2516 4.1753 3.8319
C: -0.3674 5.2271 4.0084
C: 0.5965 5.4833 3.0438
C: 0.6815 4.6881 1.9145
C: 3.3367 3.0668 1.0576
C: 3.1332 2.7165 2.3928
C: 3.4973 3.5841 3.4050
C: 4.0815 4.8067 3.0961
C: 4.2873 5.1588 1.7721
C: 3.9132 4.2926 0.7519
C: 3.1476 2.4322 -1.8316
C: 2.1757 2.2028 -2.8005
C: 2.3927 2.5907 -4.1134
C: 3.5834 3.2082 -4.4637
C: 4.5695 3.4111 -3.5072
C: 4.3611 3.0120 -2.1980
H: 0.9392 5.2125 -0.5879
H: 0.7379 6.4825 -2.6545
H: -0.6881 5.6582 -4.4963
H: -1.9275 3.5363 -4.2364
H: -1.7462 2.2509 -2.1405
H: -1.8778 2.5757 2.5498
H: -2.0095 3.9718 4.5763
H: -0.4332 5.8495 4.8889
H: 1.2948 6.2985 3.1721
H: 1.4645 4.8926 1.2015
H: 2.7072 1.7469 2.6235
H: 3.3381 3.3116 4.4400
H: 4.3782 5.4805 3.8883
H: 4.7473 6.1063 1.5276
H: 4.0658 4.5866 -0.2785
H: 1.2522 1.7058 -2.5334
H: 1.6324 2.4089 -4.8607
H: 3.7515 3.5184 -5.4851
H: 5.5098 3.8662 -3.7861
H: 5.1553 3.1192 -1.4692
C: -5.3489 -2.2952 1.1375
C: -5.1210 -1.0833 0.2415
C: -3.9169 -1.2892 -0.6997
C: -2.9111 -2.2972 -0.1095
C: -2.8350 -2.0720 1.4081
C: -4.1495 -2.5134 2.0691
P: -1.2297 -2.2705 -0.8574
C: -1.3578 -2.1443 -2.6974
C: -2.4171 -3.0358 -3.3827
C: -2.8955 -2.4316 -4.7082
C: -1.7282 -1.7717 -5.4298
C: -1.2723 -0.5266 -4.6592
C: -1.4645 -0.6785 -3.1418
C: -0.5507 -3.9710 -0.6065
C: 0.0499 -4.1826 0.7879
C: 0.6643 -5.5764 0.8606
C: -0.4154 -6.6685 0.7171
C: -1.7225 -6.1108 0.1509
C: -1.4757 -5.1511 -1.0101
H: -5.5020 -3.1790 0.5121
H: -6.2618 -2.1751 1.7211
H: -4.9517 -0.2017 0.8655
H: -6.0136 -0.8753 -0.3486
H: -3.4279 -0.3297 -0.8582
H: -4.2609 -1.6287 -1.6759
H: -3.2969 -3.3075 -0.2835
H: -2.6612 -1.0061 1.5737
H: -1.9896 -2.5947 1.8568
H: -4.2950 -1.9512 2.9951
H: -4.0876 -3.5677 2.3494
H: -0.3624 -2.4850 -3.0119
H: -3.2744 -3.2090 -2.7336
H: -1.9774 -4.0154 -3.5798
H: -3.6752 -1.6867 -4.5249
H: -3.3469 -3.2129 -5.3203
H: -1.9982 -1.5019 -6.4512
H: -0.9076 -2.4912 -5.5049
H: -1.8467 0.3378 -4.9985
H: -0.2256 -0.3118 -4.8815
H: -2.4292 -0.2726 -2.8345
H: -0.7040 -0.0822 -2.6172
H: 0.3009 -3.9630 -1.2998
H: -0.7129 -4.0908 1.5638
H: 0.7934 -3.4106 0.9903
H: 1.2086 -5.6998 1.7970
H: 1.4028 -5.6705 0.0595
H: -0.6130 -7.1322 1.6850
H: -0.0510 -7.4639 0.0643
H: -2.2817 -5.5922 0.9351
H: -2.3600 -6.9298 -0.1855
H: -2.4344 -4.8022 -1.3920
H: -1.0128 -5.7001 -1.8338
C: 3.2526 -3.0008 -0.1968
C: 2.7437 -2.5365 -1.5552
C: 3.8467 -2.1908 -2.5604
O: 1.7961 -1.5265 -1.5331
H: 4.2753 -2.6608 -0.0352
H: 3.2378 -4.0879 -0.1366
H: 2.6377 -2.5904 0.6052
H: 2.1711 -3.3685 -2.0184
H: 4.4963 -1.4337 -2.1238
H: 3.4150 -1.8013 -3.4795
H: 4.4270 -3.0843 -2.7871
N: 0.6695 -0.9917 1.8925
C: 0.5220 -0.8560 3.0309
N: 0.3839 -0.7366 4.3206
C: -0.9404 -0.8452 4.9427
C: -1.4069 0.5477 5.3367
O: -0.4493 1.1880 6.1547
C: 0.7842 1.3563 5.4845
C: 1.3769 0.0074 5.1056
H: -0.8461 -1.4831 5.8251
H: -1.6301 -1.3089 4.2371
H: -2.3282 0.4917 5.9152
H: -1.5872 1.1430 4.4318
H: 1.4435 1.8831 6.1734
H: 0.6444 1.9710 4.5838
H: 1.6033 -0.5783 5.9996
H: 2.2867 0.1193 4.5156

Atoms 1-6, force components in eV/Å:
Pt -0.81 0.26 -0.05
S -0.09 -0.05 0.07
P 0.05 -0.18 0.02
C 0.14 0.10 -0.04
P 0.00 -0.06 0.12
S -0.01 -0.14 0.03

Calculated values
**2S+1**: 5
**⟨S²⟩**: 6.0180
**Energy above the lowest of the compared OMol25 structures with the same formula, charge and spin**: 0.457 eV
**Charge**: +1
**Orbital gap (alpha / beta)**: 0.279 / 0.224 hartree
**E_HOMO (alpha / beta)**: -9.268 / -10.241 eV
**E_LUMO (alpha / beta)**: -1.6674 / -4.1497 eV

***

[4]
ORCA calculation (the ωB97M-V functional and the def2-TZVPD basis) on a structure of composition C11H33N11O22.

Atoms and positions in Å:
C: 23.6620 2.1342 -10.2558
N: 23.6939 3.4191 -9.6067
O: 22.8374 3.6277 -8.7669
O: 24.3948 4.2690 -10.1021
H: 23.2956 1.3660 -9.5748
H: 24.5915 1.8959 -10.7729
H: 22.9601 2.2273 -11.0845
C: 17.3274 0.7954 -11.3528
N: 18.7497 0.5271 -11.7472
O: 19.6344 0.9191 -10.9756
O: 18.9648 0.2251 -12.8677
H: 16.8150 -0.1594 -11.4704
H: 17.0635 1.6392 -11.9903
H: 17.3349 1.1426 -10.3196
C: 17.1197 -2.3779 -10.8871
N: 17.4034 -1.4180 -9.8505
O: 18.4607 -0.7787 -9.9124
O: 16.6878 -1.4235 -8.8273
H: 16.5711 -1.8548 -11.6703
H: 16.4450 -3.1486 -10.5142
H: 17.9908 -2.9150 -11.2625
C: 20.8606 -3.0531 -11.3748
N: 21.0749 -4.5214 -11.0141
O: 21.1315 -5.3783 -11.8656
O: 21.3274 -4.6555 -9.8218
H: 21.7015 -2.7903 -12.0165
H: 20.7248 -2.4163 -10.5006
H: 19.9159 -3.2433 -11.8842
C: 18.1969 -2.6063 -13.5255
N: 19.3453 -1.8427 -12.9166
O: 19.2199 -1.5514 -11.7365
O: 20.1713 -1.4653 -13.7507
H: 17.3769 -2.7436 -12.8206
H: 18.4764 -3.6487 -13.6781
H: 17.9521 -2.0375 -14.4226
C: 21.6580 -4.0750 -7.7486
N: 21.9485 -2.9213 -8.6556
O: 21.3044 -1.8579 -8.6150
O: 22.9525 -3.0543 -9.3759
H: 21.8459 -4.9868 -8.3156
H: 20.6014 -4.2228 -7.5255
H: 22.3395 -3.9164 -6.9129
C: 20.5984 -0.8449 -10.3903
N: 21.5557 0.3173 -10.8068
O: 22.0636 0.1549 -11.8836
O: 21.8714 1.2082 -10.0565
H: 21.2506 -1.6595 -10.0755
H: 20.0266 -1.0592 -11.2932
H: 19.8520 -0.6658 -9.6164
C: 18.9865 -2.0064 -8.3023
N: 18.2354 -1.7237 -7.0068
O: 17.2444 -2.4324 -6.8619
O: 18.6985 -0.9378 -6.2183
H: 18.5942 -2.6358 -9.1011
H: 19.8551 -2.5188 -7.8886
H: 19.1712 -0.9730 -8.5957
C: 20.5842 1.4935 -13.1356
N: 20.5272 1.0076 -14.5166
O: 21.4657 1.3306 -15.3336
O: 19.5211 0.3910 -14.8854
H: 21.4480 2.1559 -13.0787
H: 20.6881 0.5573 -12.5872
H: 19.6333 1.8892 -12.7790
C: 20.4451 1.9841 -7.8497
N: 20.6781 0.5623 -7.4708
O: 21.8305 0.1559 -7.4030
O: 19.7439 -0.1978 -7.3450
H: 20.8805 2.5898 -7.0550
H: 19.3999 2.1875 -8.0827
H: 20.9143 2.0884 -8.8280
C: 23.6022 -0.8712 -8.7744
N: 24.8371 -0.2637 -9.3625
O: 25.1478 -0.6253 -10.5023
O: 25.4402 0.5791 -8.7047
H: 22.7371 -1.0785 -9.4043
H: 23.2427 -0.1235 -8.0675
H: 23.9191 -1.7902 -8.2812

Atoms 1-6, force components in eV/Å:
C 3.48 0.13 -1.46
N -0.53 0.72 -0.93
O 0.14 0.06 0.67
O 0.55 0.51 0.31
H 2.20 1.21 0.07
H 0.48 0.34 0.64

Calculated values
**2S+1**: 1
**Energy above the lowest of the compared OMol25 structures with the same formula, charge and spin**: 35.511 eV
**Charge**: 0
**Orbital gap**: 0.249 hartree
**E_HOMO**: -9.143 eV
**E_LUMO**: -2.3610 eV

***

The records above yield M values of 734.78 206.24 1093.25 671.44 Da, respectively.